Entry 1:
Formula: C28H42BrF3N9O6S3
Source: the OMol25 dataset
Level of theory: ωB97M-V with the def2-TZVPD basis set

Each line ends with the Mulliken charge.
Element x y z (Å)
C (-0.149759, 5.819795, 2.103812)  -0.946
C (-1.405270, 5.402973, 1.131637)  -0.175
O (-1.678523, 3.976614, 1.342996)  -0.120
N (-1.517549, 3.238180, 0.236443)  0.812
C (-0.116177, 3.245774, -0.382466)  -0.982
C (1.053718, 2.922764, 0.769015)  -0.315
C (1.919673, 1.596789, 0.230619)  -0.686
S (2.876204, 0.727498, 1.586361)  1.141
O (2.309211, -0.714770, 1.767740)  -0.582
O (4.338613, 0.572110, 1.100907)  -0.581
O (2.689485, 1.564780, 3.059686)  -0.485
C (-2.582727, 2.503771, -0.195579)  -0.788
N (-3.985882, 2.259415, 0.190430)  0.583
C (-4.654871, 2.868970, 1.369562)  -0.732
Br (-3.907990, 2.268674, 3.171154)  -0.057
C (-4.852031, 4.522854, 1.294433)  -0.060
C (-4.911863, 5.217593, 2.790291)  -1.180
C (-4.457241, 0.855711, -0.224678)  -0.034
N (-4.525897, -0.189619, 0.908734)  -0.271
C (-5.856002, -0.344744, 1.288503)  0.190
S (-7.402031, -0.791456, 1.849321)  -0.083
C (-3.190350, 0.301083, -1.122596)  -0.339
C (-3.462984, -0.779817, -2.324557)  -0.681
C (-4.274329, -2.136392, -1.857517)  -0.364
C (-3.303928, -3.382850, -1.401385)  -0.826
C (-2.227167, -2.998337, -0.207198)  0.283
N (-1.879497, -4.218614, 0.638784)  -0.338
C (-0.507298, -4.769321, 0.313608)  0.196
N (-0.358011, -6.156788, 0.209768)  -0.663
N (0.753407, -3.942697, 0.124764)  -0.417
N (-2.438905, 1.599027, -1.439272)  0.326
S (-2.757076, 2.344629, -2.985295)  1.017
O (-4.288963, 2.366362, -3.369364)  -0.581
O (-2.038413, 1.492891, -4.103487)  -0.590
C (-2.084999, 4.091551, -3.171665)  0.594
F (-2.525740, 5.040059, -2.122206)  -0.193
F (-2.661132, 4.614867, -4.466543)  -0.188
F (-0.591772, 4.103977, -3.396298)  -0.224
H (0.133475, 4.854167, 2.733128)  0.216
H (0.763375, 6.307007, 1.552211)  0.258
H (-0.555891, 6.601688, 2.908953)  0.302
H (-2.356369, 5.986666, 1.556597)  0.413
H (-1.301964, 5.737126, 0.015411)  0.208
H (0.042861, 2.438494, -1.213359)  0.516
H (0.150949, 4.290921, -0.893842)  0.363
H (1.735492, 3.901569, 0.778677)  0.247
H (0.595314, 2.760334, 1.836337)  0.155
H (2.575228, 1.959727, -0.671111)  0.369
H (1.101242, 0.826338, -0.170979)  0.332
H (1.825852, 1.257064, 3.493609)  0.385
H (-5.773470, 2.448103, 1.389425)  0.560
H (-5.933698, 4.704321, 0.821612)  0.397
H (-4.103433, 5.042322, 0.550891)  0.065
H (-5.758880, 4.665462, 3.420825)  0.372
H (-3.887130, 5.229777, 3.354716)  0.298
H (-5.309479, 6.335465, 2.673625)  0.346
H (-5.528122, 0.768434, -0.692084)  0.549
H (-2.500372, -0.217917, -0.307198)  -0.040
H (-2.458238, -1.089243, -2.889782)  0.339
H (-4.136405, -0.280429, -3.173938)  0.467
H (-5.107365, -1.859250, -1.050440)  0.183
H (-4.893988, -2.533535, -2.797378)  0.332
H (-4.024306, -4.207577, -0.926002)  0.277
H (-2.786094, -3.928543, -2.323117)  0.231
H (-2.710005, -2.215884, 0.543844)  0.056
H (-1.303555, -2.501293, -0.726492)  0.010
H (-1.870777, -3.955567, 1.657310)  0.356
H (0.646798, -6.394507, -0.000609)  0.301
H (0.602725, -3.021968, 0.596330)  0.219
H (0.819754, -3.759592, -0.903732)  0.284
N (3.857874, -4.667256, -2.049536)  -0.617
C (4.268165, -3.994173, -3.146793)  -0.395
C (4.813021, -2.720606, -3.110655)  -0.491
C (4.942636, -2.095010, -1.875209)  -0.084
C (4.527288, -2.761835, -0.727191)  -0.905
C (3.997943, -4.034997, -0.864173)  -0.138
H (4.143284, -4.523015, -4.087213)  0.398
H (5.128215, -2.228274, -4.023627)  0.406
H (5.364010, -1.096264, -1.807369)  0.456
H (4.614381, -2.301449, 0.250421)  0.689
H (3.662898, -4.597941, 0.002516)  0.660
N (7.437180, -6.079774, 1.759115)  -0.558
C (6.825774, -5.365435, 0.788931)  -0.348
C (7.168604, -4.064297, 0.457791)  -0.086
C (8.198670, -3.454520, 1.166051)  -0.472
C (8.846299, -4.163797, 2.172341)  -0.315
C (8.434661, -5.461872, 2.428208)  -0.264
H (6.026364, -5.883608, 0.267300)  0.499
H (6.644896, -3.538982, -0.332799)  0.442
H (8.494575, -2.435185, 0.935730)  0.376
H (9.652425, -3.716733, 2.742921)  0.362
H (8.911374, -6.057960, 3.201339)  0.356

Cartesian forces, eV/Å:
-0.6 0.1 0.9
-0.2 3.0 1.1
-0.2 0.8 0.2
-1.5 -2.1 -2.5
2.2 -0.1 -0.5
0.2 0.5 -0.5
-2.4 1.5 -0.6
3.3 -6.7 -0.8
0.6 5.6 -0.2
-5.1 2.2 2.2
-1.0 -1.1 -2.0
-2.0 -1.9 -1.8
2.7 0.4 1.2
-2.2 1.1 0.2
-0.2 0.2 -1.4
-0.8 0.2 0.1
-0.9 0.5 -0.4
0.3 -2.2 -0.9
-7.5 1.0 1.3
2.3 -1.2 0.3
5.5 1.7 -2.0
-0.4 -0.8 1.1
-0.6 0.2 -1.5
-0.2 -0.3 -0.4
-0.9 -0.7 1.0
-0.8 0.6 -0.2
2.5 1.0 -0.4
1.5 -5.6 -0.4
-0.6 6.2 0.2
-2.9 0.4 -0.3
1.1 2.2 1.4
-4.3 -5.8 -7.3
5.8 0.9 2.9
-1.6 3.8 5.3
1.3 4.7 -2.5
1.8 -3.3 -3.2
2.1 -2.2 5.0
-5.3 0.0 1.4
-0.3 2.1 -1.5
-1.8 -1.2 1.0
1.0 -1.7 -1.9
2.0 -1.5 -1.0
-0.1 -1.1 2.1
-1.1 1.5 1.6
-1.1 -2.3 1.3
-1.4 -2.4 0.3
0.8 0.3 -2.2
-0.8 -1.1 2.1
2.1 1.3 1.1
1.6 0.2 -0.9
2.7 0.7 -0.1
2.4 -0.6 0.9
-1.3 -1.2 1.6
2.1 1.1 -1.3
-2.1 -0.2 -1.1
1.0 -2.4 0.1
2.4 1.3 0.2
-1.3 1.1 -1.7
-2.0 0.8 1.6
1.5 -0.8 2.0
2.0 -0.7 -1.6
1.5 1.1 2.0
1.6 1.8 -1.0
-1.0 1.5 1.9
0.8 -1.5 -1.7
-1.5 -0.9 1.1
0.0 -0.4 -1.4
-1.1 0.8 0.4
0.3 -0.8 -0.6
0.2 -0.2 1.2
0.4 1.0 0.1
-0.3 -0.6 0.6
0.0 0.1 0.2
-0.1 0.0 0.0
-0.2 0.3 -0.3
-0.2 -0.6 -0.7
0.0 0.1 0.0
0.0 -0.1 0.1
0.0 -0.1 0.0
0.0 0.0 -0.1
0.0 0.1 -0.1
0.3 1.0 -0.2
0.4 -0.6 0.7
0.3 0.1 0.1
0.0 0.0 0.0
-0.1 0.2 -0.2
-0.7 -0.5 -0.4
0.0 0.1 0.0
0.3 -0.2 0.2
0.0 -0.1 0.0
-0.1 -0.1 0.0
0.0 0.1 -0.1

Calculated values
**LUMO**: -0.17813 Ha
**Charge**: +1
**HOMO energy**: -10.6 eV
**Kohn-Sham gap**: 5.7 eV

Entry 2:
Formula: C5H9N3O
Source: the OMol25 dataset
Level of theory: ωB97M-V with the def2-TZVPD basis set

Each line ends with the Mulliken charge.
Element x y z (Å)
C (-1.717607, -0.423754, -0.340076)  -0.350
C (-0.453736, 0.112521, -0.049438)  0.231
C (1.196866, -1.521403, -1.272051)  -1.238
C (0.119581, 2.428187, 0.963163)  -0.771
C (0.833275, -0.837738, -0.016827)  0.218
N (-2.653018, 0.571347, 0.042021)  -0.447
N (-1.989275, 1.587093, 0.442678)  -0.609
N (-0.708424, 1.381403, 0.367757)  0.676
O (0.568342, -1.780050, 0.992246)  -0.543
H (-1.992973, -1.412324, -0.882880)  0.280
H (1.376599, -0.949828, -2.109722)  0.404
H (0.454004, -2.344335, -1.536148)  0.252
H (2.168168, -2.021068, -0.981567)  0.332
H (1.159183, 2.275991, 0.579033)  0.296
H (-0.385888, 3.393836, 0.692468)  0.300
H (0.262468, 2.347612, 2.125159)  0.252
H (1.640881, -0.237334, 0.488728)  0.349
H (0.121555, -2.570157, 0.495455)  0.368

Cartesian forces, eV/Å:
-0.3 0.9 0.0
-0.2 -2.5 -1.3
0.8 -3.0 1.3
1.1 -0.2 1.1
-1.3 3.3 2.2
0.9 -1.9 -1.2
-1.9 0.9 0.2
1.6 -0.8 1.0
-1.2 -3.0 -1.3
0.4 2.0 1.4
0.2 1.5 -1.7
0.8 1.1 0.3
-0.9 0.1 -0.7
-0.9 0.7 0.0
0.9 -0.9 0.3
-0.8 0.0 -2.1
-0.3 -0.4 -1.2
1.0 2.0 1.7

Calculated values
**LUMO**: 0.02795 Ha
**HOMO energy**: -9.3 eV
**SMILES string**: C[C@H](O)c1cnnn1C
**Relative energy (zero: lowest compared OMol25 entry of this formula, charge and spin)**: 71.5 kcal/mol
**Kohn-Sham gap**: 10.1 eV

Entry 3:
Formula: C29H34N4O3STb
Source: the OMol25 dataset
Level of theory: ωB97M-V with the def2-TZVPD basis set

Each line ends with the Mulliken charge.
Element x y z (Å)
Tb (-12.143761, -8.890333, 6.469953)  0.153
O (-9.894905, -8.244179, 7.392002)  -0.389
C (-8.811039, -7.534790, 6.838480)  -0.702
C (-8.037187, -8.513835, 5.990212)  -0.717
C (-8.892930, -9.143177, 4.856789)  0.467
C (-9.662943, -8.100634, 4.086258)  0.488
C (-9.191297, -7.660475, 2.872673)  -0.762
C (-9.970931, -6.839761, 2.035880)  -0.784
C (-11.248986, -6.578329, 2.475634)  -0.587
C (-11.686673, -6.949951, 3.685610)  -0.328
N (-10.906579, -7.763599, 4.495430)  0.577
H (-9.671501, -8.915474, 8.031537)  0.279
H (-8.206288, -7.066628, 7.622780)  0.379
H (-9.313644, -6.745403, 6.288143)  0.353
H (-7.683909, -9.362089, 6.646295)  0.345
H (-7.201776, -7.955744, 5.567809)  0.439
H (-9.537807, -9.950837, 5.206368)  -1.076
H (-8.213745, -9.569621, 4.130341)  0.848
H (-8.184536, -7.858108, 2.517850)  0.509
H (-9.577072, -6.503536, 1.118695)  0.512
H (-11.896728, -5.904306, 1.955940)  0.522
H (-12.673178, -6.669853, 4.036037)  0.118
C (-12.390529, -10.111559, 3.256955)  -1.330
N (-13.193775, -10.108720, 4.471517)  1.165
C (-14.524699, -9.654482, 4.154718)  -1.411
C (-13.317998, -11.470573, 5.001838)  -1.555
C (-11.953136, -11.936582, 5.565026)  0.794
C (-11.611946, -13.245720, 5.396733)  -0.633
C (-10.595278, -13.838612, 6.107905)  -1.048
C (-9.855033, -13.087362, 6.999203)  -0.912
C (-10.115547, -11.714369, 7.054949)  -0.465
C (-11.164186, -11.092812, 6.353343)  1.059
H (-12.653180, -10.962340, 2.623012)  0.365
H (-11.352094, -10.155561, 3.413416)  0.293
H (-12.531464, -9.135856, 2.775457)  0.441
H (-14.959835, -10.374564, 3.398916)  0.458
H (-14.451350, -8.666859, 3.657316)  0.313
H (-15.226190, -9.592790, 4.962472)  0.374
H (-13.596999, -12.095461, 4.156686)  0.635
H (-14.096040, -11.466298, 5.754394)  0.365
H (-12.155379, -13.792563, 4.650719)  0.482
H (-10.331917, -14.839120, 5.921662)  0.506
H (-9.031599, -13.536797, 7.569422)  0.464
H (-9.350031, -11.123009, 7.650468)  -0.028
C (-15.177306, -15.155312, 10.232518)  -1.553
C (-14.994836, -13.821585, 9.648096)  1.134
C (-15.903076, -12.845540, 10.008522)  -0.798
C (-15.598921, -11.540537, 9.739669)  -0.649
C (-14.489905, -11.264723, 8.984958)  -0.150
C (-13.586557, -12.222370, 8.542993)  0.068
C (-13.807022, -13.515705, 8.929031)  -1.076
S (-14.099762, -9.488979, 8.728197)  1.440
O (-14.781231, -8.642796, 9.660855)  -0.679
O (-12.628273, -9.424270, 8.675169)  -0.585
N (-14.460004, -9.219692, 7.163858)  0.162
C (-15.001672, -8.005969, 6.779678)  0.036
C (-16.352693, -7.664230, 6.873684)  -0.672
C (-16.766643, -6.428407, 6.475592)  -0.191
C (-15.907359, -5.515241, 5.899532)  -0.992
C (-14.605536, -5.913618, 5.725659)  -0.382
N (-14.159829, -7.124836, 6.155901)  0.100
H (-14.809238, -15.145708, 11.299871)  0.291
H (-14.649921, -15.941680, 9.730525)  0.377
H (-16.256959, -15.414616, 10.282417)  0.379
H (-16.765711, -13.064381, 10.587172)  0.444
H (-16.181840, -10.717932, 10.112372)  0.502
H (-12.738804, -11.876738, 7.973343)  0.631
H (-13.109657, -14.290625, 8.575273)  0.396
H (-17.035291, -8.453008, 7.293886)  0.391
H (-17.799154, -6.114278, 6.678396)  0.412
H (-16.277684, -4.540349, 5.504215)  0.347
H (-13.946468, -5.258612, 5.297123)  0.638

Cartesian forces, eV/Å:
0.3 0.0 -0.2
-2.2 0.0 0.5
0.3 -0.3 0.2
0.1 -0.5 0.1
0.5 1.0 0.1
-1.4 -0.8 0.1
0.3 1.5 -1.7
0.4 -1.7 2.0
-0.2 1.9 -1.3
1.3 -2.0 2.3
-0.9 1.0 -0.3
0.6 -0.3 0.4
0.0 -0.2 -0.1
0.4 0.2 -0.3
0.0 1.0 -0.6
0.3 -0.3 -0.1
0.0 0.3 0.1
0.2 -0.3 0.0
-0.1 -0.4 0.3
0.2 0.4 -0.9
-0.2 0.1 -0.7
0.1 -0.2 0.2
-0.9 0.6 -0.6
0.2 0.3 1.1
-0.8 0.2 -2.6
2.0 0.0 -0.1
-1.1 0.6 0.4
-0.2 -0.8 -0.6
0.2 0.6 0.2
0.3 0.5 0.0
1.1 0.5 0.5
0.0 0.3 0.4
-0.2 0.2 -0.3
1.3 -0.4 0.7
-0.2 -0.5 -0.3
0.2 0.7 0.5
-0.2 -0.4 0.3
0.1 -0.2 0.6
-0.3 -0.5 0.0
-0.1 -0.2 0.3
-0.2 -0.6 -0.1
0.2 -1.2 -0.1
-0.4 0.2 -0.2
-1.1 -0.5 -0.5
-0.9 -0.9 1.6
1.2 -0.1 -0.2
0.7 0.1 -0.2
-0.2 0.8 -0.3
0.7 2.0 0.0
-0.2 1.0 0.2
-0.8 -0.7 -0.3
-1.3 -1.3 -1.3
0.2 -0.3 -0.1
1.1 0.2 0.7
0.4 0.0 0.6
-0.2 1.7 -0.9
-0.3 -1.9 1.0
-1.6 0.7 0.5
-0.1 0.8 -0.8
-1.6 -2.3 1.4
0.2 -0.2 0.3
-0.3 0.0 -1.0
0.3 -0.4 -0.4
0.7 0.0 0.0
-0.6 -0.4 0.4
-0.3 0.1 0.1
0.3 -0.4 0.0
-0.5 0.2 0.5
0.6 1.2 -0.4
0.4 -0.3 -0.3
0.5 -0.9 0.6
1.9 1.3 -1.1

Calculated values
**LUMO (alpha / beta)**: -0.10317 / -0.10272 Ha
**Charge**: +1
**2S+1**: 7
**HOMO energy (alpha / beta)**: -11.1 / -11.0 eV
**Relative energy (zero: lowest compared OMol25 entry of this formula, charge and spin)**: 15.8 kcal/mol
**<S²>**: 12.669
**Kohn-Sham gap (alpha / beta)**: 8.3 / 8.2 eV